ORCA calculation (the ωB97M-V functional and the def2-TZVPD basis) on a structure of composition C17H23As2CuF28O5Pt at a distorted geometry.

XYZ file:
```
77
Properties=species:S:1:pos:R:3:forces:R:3
Pt -19.466 18.652 12.098 -0.2198 1.1103 0.2435
Cu -16.987 16.855 15.185 -0.8836 0.4736 -1.3875
As -17.352 15.242 11.717 -1.2956 -1.3584 -0.6255
F -16.079 15.939 10.704 -0.3643 -0.3118 1.1920
F -18.188 14.802 10.231 0.1500 0.5391 0.9878
F -18.691 14.558 12.720 1.8688 1.1334 -1.3847
F -16.511 15.642 13.266 -0.2256 0.2152 -0.5107
F -18.094 16.917 11.698 1.2272 -2.6517 -0.0962
F -16.579 13.660 11.689 -0.1116 1.1435 0.3021
As -21.009 16.774 15.176 -2.4527 -3.1339 0.0687
F -22.707 16.482 14.639 1.5340 1.2959 0.3250
F -21.499 18.088 16.308 0.7615 -1.3423 -1.4525
F -19.305 16.937 15.686 -0.4037 -0.1649 0.0664
F -20.585 15.455 14.008 -0.1033 1.8654 1.6447
F -20.670 17.933 13.888 -0.5855 0.1714 0.6725
F -21.389 15.519 16.398 1.0899 1.4106 -0.5998
O -16.881 20.357 14.853 -0.0569 -0.4655 0.3013
C -17.767 19.779 14.044 0.0485 -1.7508 -1.3915
O -18.576 20.353 13.357 -2.4098 5.3606 -0.7406
O -17.762 18.562 13.775 2.5170 -3.9090 2.2425
H -17.112 21.289 14.875 -0.0155 0.3991 0.1005
C -13.497 20.307 13.452 -0.0334 1.1213 2.2976
C -12.616 19.032 13.588 -2.4458 0.8352 -1.6269
C -13.418 17.882 12.930 -0.7497 -0.8279 -0.3858
F -12.632 16.885 12.488 0.6275 -0.0877 0.3282
F -14.286 17.367 13.831 0.0210 -0.0922 0.8916
F -11.555 19.271 12.806 1.2468 -0.2822 0.2448
F -12.285 18.723 14.851 0.3283 0.2376 -0.3447
O -12.815 21.429 14.167 -0.4215 -1.1311 -1.2464
C -13.141 21.848 15.489 1.0391 -2.5043 -4.7750
C -14.122 22.945 15.263 1.1552 1.6334 -0.8639
F -15.306 22.652 14.696 -0.0343 -0.9399 -0.1613
F -14.336 23.403 16.453 -1.3742 1.7412 3.3003
F -13.605 20.855 16.173 -1.2000 -1.2576 1.5369
F -11.955 22.173 15.982 -0.0679 1.2429 0.7159
H -14.522 20.191 13.803 0.1155 -0.4234 0.8207
H -13.729 20.601 12.428 1.1135 0.0211 -0.1936
H -14.069 18.119 12.088 0.3327 0.8719 -0.2105
H -13.673 23.736 14.663 0.2119 -0.1206 -0.2453
C -19.880 22.683 19.859 -0.4247 1.6092 -0.4956
C -18.601 23.445 19.350 -1.0567 -1.2148 -1.1927
C -18.232 23.136 17.844 1.8858 2.6919 -0.1627
F -17.829 21.911 17.571 -0.9632 -2.2344 0.2360
F -19.114 23.590 16.926 -0.5562 -0.5219 0.4175
F -18.697 24.796 19.451 -0.3616 -0.4296 -0.0512
F -17.514 23.088 20.078 -0.2310 -0.1924 0.1085
O -20.925 22.898 18.850 -1.6285 -2.3370 -0.0832
C -22.039 21.907 18.890 3.5984 0.6935 1.9114
C -23.087 22.125 17.849 0.0623 -3.0149 -1.9067
F -24.165 21.302 18.136 0.9570 0.3361 0.0015
F -23.522 23.313 17.738 -1.2479 3.9016 0.6470
F -21.506 20.663 18.722 -0.4481 0.7719 0.0091
F -22.576 21.939 20.125 -0.0076 0.0364 -0.0271
H -20.270 23.196 20.738 0.4430 -0.1650 0.3294
H -19.621 21.650 20.094 -0.1765 -0.0495 -0.4114
H -17.309 23.671 17.620 0.0229 0.9400 0.5632
H -22.687 21.892 16.863 0.1828 -0.8552 0.0401
C -21.376 22.539 12.553 0.2708 -0.3160 -0.0163
C -21.977 23.121 11.260 -0.0151 0.9708 1.9990
C -23.496 23.433 11.364 0.0119 -1.0687 -0.6529
C -23.905 24.617 10.462 0.7652 -1.0441 1.0081
C -23.245 25.955 10.805 0.2029 1.2032 0.0662
C -23.641 26.553 12.151 -1.5171 -0.2544 0.7839
H -21.598 23.134 13.439 -0.5916 0.0889 -0.0364
H -20.287 22.576 12.553 0.1251 -0.2971 -0.4199
H -21.661 21.503 12.733 -0.0662 -0.0048 0.0849
H -21.467 24.084 11.213 0.0590 0.0859 -0.5881
H -21.681 22.523 10.398 -0.3400 0.0359 -0.0558
H -23.965 23.430 12.349 0.8460 0.8540 0.6224
H -24.014 22.528 11.046 -0.1383 -0.1038 -0.8039
H -23.579 24.262 9.484 -0.2317 0.5242 -0.3828
H -24.993 24.683 10.496 -0.0498 0.3109 -0.2329
H -22.156 25.987 10.768 0.0496 -0.5673 -0.3786
H -23.580 26.656 10.041 0.0948 0.1671 -0.1620
H -23.382 25.947 13.020 -0.0494 -0.4379 -0.1653
H -23.411 27.557 12.507 0.9848 0.2577 -0.9617
H -24.726 26.652 12.120 -0.3946 -0.4379 0.3183
```
Positions in Å, forces in eV/Å.

Values from the calculation:
Total energy, eV: -273895.2705
Total charge: -1
2S+1: 4
HOMO level (alpha / beta), Ha: -0.1771 / -0.2775
Kohn-Sham gap (alpha / beta), Ha: 0.2125 / 0.3072

Mulliken atomic charge list, values in e, 8 entries: atom 1 (Pt): 0.919, atom 2 (Cu): 0.635, atom 3 (As): 2.038, atom 4 (F): -0.482, atom 5 (F): -0.488, atom 6 (F): -0.496, atom 7 (F): -0.436, atom 8 (F): -0.510

ORCA calculation (the ωB97M-V functional and the def2-TZVPD basis) on a structure of composition C17H23AsBr3F8MgN3O6S2 at a distorted geometry.

XYZ file:
```
64
Properties=species:S:1:pos:R:3:forces:R:3
C -2.127 0.300 -0.956 -0.3403 -0.9735 -0.5393
O -0.880 0.587 -0.326 0.1235 0.6680 0.1506
C -0.496 1.947 -0.534 -0.5584 -0.0032 -0.3613
C 0.487 2.406 0.583 1.0752 0.9820 0.2841
C 1.441 3.657 0.326 -0.0302 -0.0623 -0.6669
C 1.581 4.089 -1.162 0.2363 0.5308 0.2968
C 0.328 4.825 -1.746 -0.9116 -0.6426 1.1502
S -0.094 4.262 -3.425 2.2778 -0.7415 -3.2852
O 0.496 2.971 -3.750 -1.1861 -0.1118 1.6838
O 0.433 5.231 -4.352 -1.3089 0.7951 1.1893
O -1.704 4.108 -3.587 0.9275 0.2451 0.7712
S -0.600 2.976 1.970 0.4806 -2.2838 0.6615
C -0.514 1.317 2.697 -1.4038 1.8102 0.1789
C -1.534 0.998 3.696 -0.3287 0.5441 0.1477
Br -2.789 2.436 4.136 0.9282 -0.6711 -0.4960
C -1.684 -0.190 4.338 0.2027 -1.0837 0.4094
C -0.714 -1.358 4.074 -0.6072 0.4843 0.6653
Br -3.087 -0.538 5.597 1.1894 0.0191 -1.1583
N 0.474 0.630 2.206 0.4957 -0.8297 -0.3967
C 1.362 1.285 1.199 -0.5425 -1.5306 1.1793
C 1.998 0.284 0.187 -1.0563 0.0768 0.0973
O 2.199 0.680 -0.910 0.5846 0.7095 -0.7185
N 2.332 -1.082 0.576 0.1384 0.6722 0.8459
C 3.563 -1.491 -0.053 -0.0210 0.2418 1.7727
O 3.673 -1.817 -1.153 0.4059 -0.7518 -2.1098
F 4.638 -1.490 0.772 -1.1150 0.4456 0.0844
H -2.131 0.630 -2.019 0.0599 -0.0342 0.6129
H -3.008 0.721 -0.423 0.6778 -0.0034 -0.1661
H -2.231 -0.808 -0.971 0.0860 0.7895 0.1163
H -0.122 2.081 -1.575 0.0993 -0.1717 0.7041
H -1.435 2.550 -0.418 0.8005 -0.1114 -0.2085
H 2.468 3.383 0.670 -0.7136 0.2003 -0.2638
H 1.121 4.482 1.003 0.2315 -0.2952 -0.7563
H 2.456 4.818 -1.203 -1.7455 -0.7039 0.1977
H 1.903 3.194 -1.740 -0.4307 0.6311 0.0925
H -0.525 4.607 -1.057 0.3707 0.2385 -0.7631
H 0.449 5.924 -1.779 -0.0281 -0.6623 -0.2578
H -1.885 3.209 -3.927 0.2660 0.3160 0.1370
H -0.966 -1.818 3.093 0.3310 0.1772 0.5979
H -0.826 -2.131 4.863 -0.0228 0.4556 -0.6764
H 0.323 -0.958 4.132 -0.5385 -0.4118 -0.0652
H 0.685 -0.335 2.456 -0.2933 0.2527 0.0494
H 2.239 1.583 1.827 -0.5505 0.5992 -0.7000
H 1.571 -1.663 0.203 0.2829 -0.0120 0.0712
F -4.012 -5.630 3.290 0.2527 -1.3229 0.2191
As -2.497 -4.718 2.773 1.5665 1.5675 -0.2997
F -2.376 -5.744 1.363 -0.2682 0.3729 0.7805
F -1.504 -5.842 3.676 -0.5369 0.4817 -0.4402
F -1.050 -3.825 2.282 -0.4693 -0.3238 0.0179
F -2.668 -3.740 4.187 0.5506 -0.4725 -1.1867
F -3.503 -3.603 1.873 0.2687 -0.7063 0.3997
Mg 4.341 4.517 -1.730 1.4766 -0.0674 -0.3299
N 0.523 -2.964 -4.892 0.0667 0.0061 0.0315
C 0.968 -1.687 -4.677 -0.0974 0.0289 -0.0221
C 1.786 -1.705 -3.577 -0.0512 0.1241 -0.0374
C 1.841 -3.046 -3.113 -0.1603 -0.1578 -0.0630
C 1.054 -3.799 -3.947 -0.0778 -0.0360 -0.0072
H -0.097 -3.245 -5.631 0.0664 0.0104 0.0462
H 0.664 -0.879 -5.322 0.0436 -0.0091 0.0385
H 2.289 -0.852 -3.153 -0.0003 -0.0402 -0.0354
H 2.394 -3.416 -2.268 -0.0009 -0.0459 -0.1057
H 0.826 -4.852 -3.948 0.0185 0.0418 0.0303
F -4.278 -3.746 5.768 -0.5001 -0.0278 0.3746
Br -3.570 -7.719 3.509 -0.6860 0.7832 0.0304
```
Positions in Å, forces in eV/Å.

Values from the calculation:
Total energy, eV: -354569.6322
Total charge: 0
HOMO level, Ha: -0.2734
Kohn-Sham gap, Ha: 0.1230

Mulliken atomic charge list, values in e, 8 entries: atom 1 (C): -0.856, atom 2 (O): -0.125, atom 3 (C): -1.577, atom 4 (C): 1.845, atom 5 (C): -1.173, atom 6 (C): 0.004, atom 7 (C): -0.974, atom 8 (S): 1.200

ORCA calculation (the ωB97M-V functional and the def2-TZVPD basis) on a structure of composition C17H23AsN2SSe4TeW.

XYZ file:
```
50
Properties=species:S:1:pos:R:3:forces:R:3
W 0.657 -0.241 -0.190 0.2479 0.1030 0.2951
C -2.021 -1.159 0.148 0.0710 0.1276 0.0410
C -2.225 -1.630 1.456 -0.0078 0.0772 0.0427
C -2.774 -0.795 2.406 0.0027 -0.0374 -0.0233
C -3.147 0.509 2.065 0.0065 -0.0117 -0.0152
C -2.950 0.983 0.783 -0.0057 0.0084 0.0685
C -2.374 0.153 -0.177 -0.1230 0.0098 -0.1087
H -1.763 -1.849 -0.643 -0.0057 -0.0533 -0.0056
H -1.996 -2.659 1.700 0.0115 -0.0124 0.0098
H -2.950 -1.162 3.409 -0.0040 0.0104 -0.0016
H -3.613 1.141 2.809 0.0005 0.0019 -0.0064
H -3.263 1.985 0.519 -0.0038 -0.0062 -0.0168
H -2.321 0.473 -1.210 -0.0189 0.0002 -0.0181
Se 2.963 0.275 -0.437 -0.0777 -0.0137 0.0323
Se 2.860 2.048 -2.027 0.0823 0.0048 -0.0418
Te 0.354 1.810 -2.060 -0.0298 -0.0790 0.0597
Se 0.204 -0.614 -2.608 -0.1008 -0.0064 -0.2220
C 2.228 -5.584 0.893 0.0046 -0.0081 0.0088
N 2.758 -4.697 -0.135 0.0270 0.0683 -0.0117
C 2.321 -3.478 -0.459 0.0878 0.0610 0.0517
Se 0.771 -2.669 0.283 -0.0728 0.0596 0.0181
N 3.084 -2.990 -1.441 -0.1454 0.0864 -0.0534
C 4.061 -3.919 -1.783 0.0518 -0.0545 -0.0009
C 5.079 -3.902 -2.727 -0.0118 0.0165 -0.0025
C 5.879 -5.025 -2.783 0.0081 0.0009 -0.0090
C 5.676 -6.122 -1.931 -0.0084 -0.0112 0.0167
C 4.663 -6.137 -0.993 0.0020 0.0144 -0.0064
C 3.856 -5.007 -0.943 0.0222 -0.0085 -0.0054
H 1.273 -5.207 1.244 -0.0049 0.0096 0.0006
H 2.925 -5.644 1.727 0.0071 0.0069 -0.0126
H 2.083 -6.574 0.466 -0.0031 0.0025 -0.0127
H 2.905 -2.097 -1.885 0.0478 -0.1046 0.0520
H 5.237 -3.058 -3.385 0.0009 -0.0082 0.0043
H 6.685 -5.063 -3.502 -0.0032 -0.0027 0.0022
H 6.331 -6.979 -2.013 0.0010 0.0059 -0.0047
H 4.511 -6.983 -0.337 0.0039 -0.0014 -0.0071
C 1.785 3.932 1.207 0.0641 -0.0397 0.0092
As 1.577 2.518 2.480 -0.0149 -0.0349 -0.0065
C 0.741 3.231 4.046 0.0001 -0.0126 0.0068
C 3.289 1.835 3.004 -0.0127 -0.0360 0.0138
S 0.158 1.005 1.840 -0.0317 -0.1532 -0.0787
H 2.328 4.743 1.695 -0.0026 0.0074 -0.0005
H 0.799 4.278 0.904 -0.0059 -0.0014 -0.0123
H 2.353 3.571 0.351 -0.0479 0.0117 -0.0026
H 1.370 4.019 4.459 0.0065 0.0007 -0.0079
H 0.621 2.432 4.775 -0.0036 0.0005 0.0087
H -0.233 3.633 3.776 -0.0080 0.0057 -0.0036
H 3.776 2.604 3.603 -0.0001 0.0000 -0.0085
H 3.896 1.603 2.135 -0.0083 -0.0080 -0.0487
H 3.132 0.941 3.603 0.0056 0.0038 0.0133
```
Positions in Å, forces in eV/Å.

Values from the calculation:
Total energy, eV: -363149.0263
Total charge: +2
Energy relative to the best compared isomer or geometry (same formula, charge and spin), kcal/mol: 9.5
HOMO level (alpha / beta), Ha: -0.4955 / -0.4943
Kohn-Sham gap (alpha / beta), Ha: 0.2364 / 0.2356

Mulliken atomic charge list, values in e, 8 entries: atom 1 (W): 0.512, atom 2 (C): -1.095, atom 3 (C): -0.267, atom 4 (C): -0.636, atom 5 (C): -0.463, atom 6 (C): -0.619, atom 7 (C): -0.353, atom 8 (H): 1.009

ORCA calculation (the ωB97M-V functional and the def2-TZVPD basis) on a structure of composition C17H23AuNO4P2S2 at a distorted geometry.

XYZ file:
```
50
Properties=species:S:1:pos:R:3:forces:R:3
Au 1.444 -2.020 -1.085 -0.1696 0.0660 -0.2567
C 3.912 2.767 2.990 0.0246 -0.0272 0.0327
C 3.817 2.006 1.687 -0.0412 -0.1306 0.0154
O 3.482 0.629 1.954 -0.4354 0.1695 0.3701
P 2.202 -0.038 1.214 2.5594 -0.9696 0.6849
S 2.172 -1.942 1.655 -0.2812 -0.1091 0.3634
S 2.821 0.154 -0.711 -0.9178 0.4576 -0.4035
O 0.997 0.764 1.837 -0.5950 0.6748 -0.5977
C 0.836 0.805 3.279 -0.1419 -0.1169 -0.0769
C -0.106 1.935 3.598 -0.0471 0.0468 0.0331
H 4.380 3.739 2.826 -0.0320 -0.0048 -0.0023
H 4.519 2.206 3.702 0.0126 0.0373 -0.0161
H 2.926 2.930 3.427 0.0259 0.0065 0.0077
H 4.770 2.000 1.159 0.0106 -0.0011 -0.0206
H 3.068 2.456 1.029 0.0291 0.0263 -0.0233
H 1.808 0.940 3.749 0.0778 0.0197 -0.0534
H 0.442 -0.159 3.601 -0.0246 -0.0601 -0.0356
H 0.288 2.885 3.234 0.0012 -0.0160 0.0135
H -0.237 2.002 4.680 -0.0100 0.0121 -0.0228
H -1.081 1.770 3.139 0.0222 0.0027 0.0009
O 4.571 -1.905 -1.293 0.0561 -0.0447 -0.0957
N 4.250 -2.880 -1.919 -0.0514 0.1463 0.1692
O 3.044 -3.165 -2.067 -0.1112 -0.0609 -0.0380
C -1.572 -2.138 0.636 0.0430 0.0132 0.0127
P -0.791 -1.459 -0.856 -0.1531 0.0302 -0.2502
C -1.083 0.332 -0.787 -0.0154 -0.0248 0.0601
C -1.896 0.919 0.178 0.0384 0.0104 0.0547
C -2.068 2.297 0.206 -0.0282 -0.0699 -0.0200
C -1.442 3.091 -0.742 0.0327 0.0111 -0.0605
C -0.642 2.510 -1.718 -0.0369 -0.0226 0.0099
C -0.461 1.136 -1.739 -0.0025 0.0157 0.0224
C -1.927 -2.011 -2.170 0.0835 -0.1077 -0.0035
C -3.203 -1.464 -2.303 -0.0013 -0.0099 0.0093
C -4.095 -1.991 -3.224 0.0291 0.0072 -0.0140
C -3.716 -3.064 -4.024 -0.0186 0.0223 0.0233
C -2.438 -3.590 -3.920 0.0221 0.0142 -0.0122
C -1.544 -3.061 -2.999 -0.0023 -0.0086 0.0043
H -2.643 -1.937 0.642 -0.0152 0.0106 0.0431
H -1.090 -1.734 1.528 0.0207 -0.0119 -0.0360
H -1.410 -3.215 0.619 -0.0165 -0.0220 0.0229
H -2.387 0.306 0.924 0.0287 0.0406 0.0060
H -2.692 2.746 0.968 -0.0081 0.0011 -0.0122
H -1.580 4.165 -0.726 0.0149 -0.0070 0.0171
H -0.149 3.127 -2.458 -0.0103 0.0041 0.0027
H 0.175 0.684 -2.491 0.0351 0.0096 0.0233
H -3.495 -0.616 -1.694 -0.0176 -0.0284 0.0237
H -5.085 -1.564 -3.321 0.0128 -0.0066 0.0068
H -4.420 -3.484 -4.731 0.0172 0.0250 -0.0172
H -2.134 -4.408 -4.561 -0.0002 0.0064 0.0262
H -0.537 -3.458 -2.921 -0.0132 -0.0270 0.0090
```
Positions in Å, forces in eV/Å.

Values from the calculation:
Total energy, eV: -71622.0126
Total charge: 0
Energy relative to the best compared isomer or geometry (same formula, charge and spin), kcal/mol: 33.2
2S+1: 2
HOMO level (alpha / beta), Ha: -0.2976 / -0.2845
Kohn-Sham gap (alpha / beta), Ha: 0.3163 / 0.1921

Mulliken atomic charge list, values in e, 8 entries: atom 1 (Au): 0.102, atom 2 (C): -1.224, atom 3 (C): -0.108, atom 4 (O): -0.345, atom 5 (P): 0.680, atom 6 (S): -0.434, atom 7 (S): -0.385, atom 8 (O): 0.010